Record 1
A structure of composition C5H8O2, computed with ωB97M-V with the def2-TZVPD basis set.

XYZ file:
```
15
Properties=species:S:1:pos:R:3:forces:R:3:lowdin_charge:R:1
O 2.059649 -0.896013 -0.349324 0.1 -0.3 0.0 -0.009
C 0.946209 -0.320909 0.287807 -0.3 0.2 0.2 -0.338
C 0.600841 1.060794 -0.331045 0.0 0.0 0.1 -0.060
C -0.872354 0.764221 -0.658663 -0.1 0.4 -0.1 -0.273
C -1.381805 0.054624 0.606052 -0.1 0.0 0.1 -0.043
C -0.416342 -0.986450 0.015101 0.1 -0.4 0.2 -0.247
O -0.772111 -0.529454 -1.309727 0.0 -0.1 -0.1 -0.049
H 2.332917 -1.637085 0.203745 0.1 0.0 -0.3 0.095
H 1.112003 -0.317590 1.377966 0.0 0.3 -0.2 0.150
H 0.750856 1.908611 0.342657 0.0 -0.1 -0.1 0.117
H 1.175134 1.218817 -1.249021 0.0 -0.1 0.2 0.125
H -1.458731 1.497724 -1.216411 0.1 -0.1 0.1 0.147
H -1.145923 0.499040 1.579408 -0.1 -0.1 -0.2 0.116
H -2.425842 -0.251197 0.539182 0.1 0.0 0.0 0.116
H -0.504505 -2.065140 0.162272 0.0 0.1 0.0 0.153
```
Positions in Å, forces in eV/Å.

Results
E: -9408.030 eV
highest occupied orbital energy: -9.49 eV
spin multiplicity: 1
LUMO: 0.86 eV
orbital gap: 10.35 eV
energy above the lowest of the compared OMol25 structures with the same formula, charge and spin: 41.6 kcal/mol


Record 2
The molecule CH5NOS3 at a distorted geometry, computed with ωB97M-V with the def2-TZVPD basis set.

XYZ file:
```
11
Properties=species:S:1:pos:R:3:forces:R:3:lowdin_charge:R:1
C 1.518140 -0.422962 -0.979791 -2.4 -2.1 3.1 -0.680
N -1.844261 0.914482 1.663937 0.0 0.2 -1.1 -0.328
O 1.097495 0.019964 -2.155560 -0.2 0.6 -2.8 -0.077
S -1.076846 -1.705611 0.726544 -0.5 -1.1 -0.8 0.132
S 1.155471 0.729836 0.396636 0.4 0.4 -0.3 0.561
S -0.449287 -0.098286 1.495097 -0.4 1.2 2.2 0.084
H 1.159910 -1.444244 -0.552772 -0.3 1.5 -1.1 0.050
H 2.531527 -0.618806 -1.021146 2.4 0.4 0.0 0.056
H 0.167687 -0.048687 -2.380391 -0.2 -0.3 0.6 0.106
H -2.588050 0.754715 0.949351 1.0 0.2 0.5 0.045
H -1.671785 1.919599 1.858095 0.1 -1.0 -0.3 0.052
```
Positions in Å, forces in eV/Å.

Results
E: -37159.802 eV
highest occupied orbital energy: -8.48 eV
spin multiplicity: 1
LUMO: 0.39 eV
orbital gap: 8.87 eV
energy above the lowest of the compared OMol25 structures with the same formula, charge and spin: 0.3 kcal/mol


Record 3
A structure of composition C20H49AgCl3O13P3 at a distorted geometry, computed with ωB97M-V with the def2-TZVPD basis set.

XYZ file:
```
89
Properties=species:S:1:pos:R:3:forces:R:3:lowdin_charge:R:1
Ag 0.439053 -16.083782 4.725774 -0.3 -0.3 -0.7 0.787
C 2.201953 -19.012008 5.444542 0.2 -0.2 -0.6 -0.164
O 1.338437 -17.974888 5.670275 0.4 -0.5 0.9 -0.105
H 1.556755 -19.902173 5.364277 -0.2 -0.1 -0.2 0.119
H 2.733778 -18.901284 4.494886 -0.2 0.0 -0.2 0.097
H 2.916418 -19.303229 6.221130 -0.2 0.6 0.5 0.080
C -2.671105 -15.886927 0.682789 -0.4 -0.2 -0.1 -0.063
C -2.856672 -17.203952 1.418994 -0.3 1.0 1.7 -0.277
O -1.948444 -18.214152 0.984526 0.6 -0.4 0.0 -0.149
P -0.423434 -18.171479 1.435398 0.3 0.0 -0.8 0.446
O -0.228170 -17.484919 2.739358 0.2 0.1 -0.3 -0.283
O 0.062868 -19.682614 1.411036 0.0 0.8 -0.2 -0.168
C -0.147491 -20.534561 2.545223 0.2 -0.1 0.2 -0.261
C 0.480053 -21.870048 2.265307 -0.8 -0.8 -0.5 -0.066
O 0.364731 -17.595250 0.152406 -1.3 0.1 1.1 -0.162
C 1.672596 -17.033440 0.285010 1.0 0.0 1.0 -0.254
C 2.698869 -18.152436 0.276157 0.5 -0.3 0.0 -0.063
H -1.657793 -15.492029 0.605669 0.3 -0.6 0.0 0.071
H -3.084489 -16.067072 -0.309003 0.1 0.6 -0.2 0.086
H -3.184266 -15.076321 1.202621 -0.5 -0.2 -0.2 0.082
H -2.816521 -17.077521 2.508229 1.0 0.1 0.0 0.103
H -3.891276 -17.551534 1.428448 0.1 -0.4 -1.3 0.125
H 0.321865 -20.084807 3.422625 -0.3 0.2 0.0 0.089
H -1.227178 -20.630154 2.672663 0.1 -0.1 0.3 0.129
H 0.221657 -22.576565 3.056041 0.3 0.2 0.2 0.085
H -0.014719 -22.295025 1.388556 0.2 0.1 -0.2 0.087
H 1.552311 -21.873567 2.082093 0.0 0.3 0.2 0.082
H 1.828134 -16.216565 -0.418030 -0.3 -0.5 -0.6 0.126
H 1.786541 -16.525683 1.248265 -0.4 -0.1 0.1 0.083
H 3.712488 -17.822064 0.054539 -0.1 0.3 0.0 0.061
H 2.747941 -18.589689 1.275653 -0.1 -0.1 0.0 0.069
H 2.481568 -18.966597 -0.414660 -0.3 0.2 -0.1 0.088
C 5.685763 -15.279677 0.494416 1.4 -0.8 -0.1 -0.054
C 5.795612 -15.807361 1.921128 0.0 2.1 -1.2 -0.235
O 4.392845 -16.033080 2.229609 -0.1 -0.6 2.5 -0.186
P 3.880330 -15.511467 3.664027 1.2 1.1 -1.1 0.444
O 2.422146 -15.725895 3.801585 0.6 -0.2 0.2 -0.304
O 4.287033 -13.969993 3.645443 -0.2 -0.5 0.4 -0.173
C 3.393643 -12.917055 3.239710 -0.8 -0.1 0.4 -0.265
C 4.022465 -11.977180 2.271053 -0.3 0.6 -0.4 -0.065
O 4.892580 -16.077670 4.740863 -0.7 -0.5 -1.2 -0.160
C 4.651405 -16.111204 6.156078 -0.3 -0.3 0.7 -0.248
C 5.929378 -15.723494 6.880248 -0.8 0.9 -0.3 -0.050
H 5.120429 -14.354310 0.442641 -0.3 -0.2 0.1 0.066
H 6.686787 -15.035924 0.125164 -0.1 -0.2 -0.1 0.089
H 5.266640 -16.075909 -0.116709 -0.1 0.3 -0.3 0.068
H 6.482276 -16.634206 2.091823 -0.7 -0.5 -0.2 0.121
H 6.226624 -14.965786 2.471105 -0.4 -0.2 0.6 0.114
H 2.444510 -13.327668 2.885826 0.2 -0.2 -0.3 0.112
H 3.115451 -12.360871 4.138129 0.2 -0.1 0.1 0.124
H 4.215298 -12.358019 1.269111 0.3 -0.4 0.2 0.070
H 3.274019 -11.199850 2.092476 0.1 0.2 0.2 0.090
H 4.900483 -11.514481 2.718943 0.1 0.0 -0.3 0.091
H 3.732915 -15.555722 6.366897 0.4 0.6 0.2 0.116
H 4.367437 -17.112470 6.497364 0.2 -0.3 -0.6 0.092
H 5.762772 -15.886109 7.944467 0.4 -0.3 0.0 0.085
H 6.769727 -16.274907 6.462848 0.0 -0.2 0.3 0.077
H 6.130349 -14.659028 6.745929 0.0 0.0 -0.1 0.085
C 6.026559 -19.696604 8.075334 0.2 -0.3 -1.1 -0.062
C 6.968861 -19.120628 9.139554 -2.2 -0.1 0.0 -0.235
O 7.635958 -18.039540 8.521896 1.0 0.0 0.4 -0.196
P 9.092331 -18.085147 7.889857 1.5 1.4 -2.0 0.406
O 10.107839 -19.077035 8.259601 -1.1 -0.3 0.6 -0.213
O 8.861659 -18.050924 6.282799 0.1 0.6 1.0 -0.226
C 8.924713 -19.267855 5.477674 0.0 1.5 0.9 -0.238
C 8.360471 -18.871726 4.128692 0.6 -0.9 0.0 -0.070
O 9.534685 -16.563083 8.070467 -0.6 -0.6 -0.6 -0.196
C 9.603870 -15.876536 9.334902 0.5 0.3 -0.9 -0.231
C 8.811866 -14.580562 9.262068 -0.5 0.1 1.1 -0.059
H 6.584558 -20.109159 7.229270 0.2 -0.4 0.3 0.061
H 5.265580 -20.421216 8.363324 0.3 -0.1 0.5 0.069
H 5.477179 -18.910882 7.547913 0.0 0.4 0.6 0.054
H 6.305848 -18.664714 9.879768 0.3 0.1 0.2 0.118
H 7.596589 -19.827424 9.679898 0.3 0.0 -0.5 0.127
H 9.962912 -19.554366 5.306085 0.0 -0.1 0.5 0.123
H 8.414100 -19.943273 6.162732 -0.1 -1.0 -1.1 0.096
H 8.712860 -19.653786 3.450764 -0.7 -0.1 -0.3 0.080
H 7.285896 -18.704848 4.112436 0.0 -0.1 -0.1 0.067
H 8.902834 -17.994825 3.774124 -0.2 0.2 0.3 0.083
H 9.292697 -16.579525 10.105499 0.1 0.3 0.3 0.116
H 10.649700 -15.573718 9.382346 0.1 -0.5 0.7 0.122
H 9.443547 -13.696236 9.191990 0.1 -0.2 -0.7 0.076
H 8.046678 -14.626788 8.490639 0.1 0.1 -0.1 0.057
H 8.316155 -14.395971 10.220194 -0.2 -0.3 0.0 0.077
C 1.359766 -17.973631 9.367245 0.2 -0.1 0.3 -1.472
Cl 2.437321 -16.595425 9.904212 -1.2 -0.8 -0.4 0.475
Cl -0.276164 -18.043735 10.094226 1.0 0.3 0.0 0.532
Cl 2.263706 -19.480489 9.667611 -0.3 0.3 -0.1 0.504
H 1.165803 -17.910881 8.301958 0.4 0.3 0.1 -0.031
```
Positions in Å, forces in eV/Å.

Results
E: -117584.210 eV
highest occupied orbital energy (spin up / spin down): -12.17 / -12.17 eV
spin multiplicity: 2
LUMO (spin up / spin down): -3.65 / -5.53 eV
orbital gap (spin up / spin down): 8.52 / 6.64 eV
total charge: +1
energy above the lowest of the compared OMol25 structures with the same formula, charge and spin: 10.2 kcal/mol


Record 4
A cluster of 10 separate species, C36H91NO10 in total at a distorted geometry, computed with ωB97M-V with the def2-TZVPD basis set.

XYZ file:
```
138
Properties=species:S:1:pos:R:3:forces:R:3:lowdin_charge:R:1
C 0.991526 4.075290 -0.528537 0.5 -0.7 -0.5 -0.014
C 1.976532 4.101810 -1.730295 -0.7 -1.5 -0.2 -0.465
C 3.432753 3.947541 -1.200554 0.6 1.0 -0.1 -0.014
C 1.510387 2.917774 -2.653640 0.5 -0.4 1.9 -0.141
C 2.064053 2.935582 -4.034774 -0.1 0.8 -1.3 -0.159
C 1.596898 4.264686 -4.628739 0.3 0.3 0.8 -0.135
C 2.078195 5.517947 -3.845618 -0.2 -0.3 -0.9 -0.495
C 3.590058 5.713940 -4.011291 0.6 0.4 0.8 -0.019
C 1.249969 6.693759 -4.411460 0.2 -0.5 0.2 -0.021
N 1.634322 5.313068 -2.455653 0.7 0.8 0.0 -0.090
O 2.121619 6.408650 -1.647313 -0.9 0.3 -0.4 -0.034
H 1.340233 4.689568 0.276748 0.2 0.3 0.5 0.077
H 0.012250 4.418503 -0.832025 -0.2 0.2 -0.2 0.067
H 0.882657 3.042110 -0.189128 0.1 0.1 0.2 0.060
H 4.210329 3.444626 -1.785639 -0.7 -0.3 -0.6 0.076
H 3.867164 4.961611 -1.101824 -0.4 -0.4 0.4 0.079
H 3.477537 3.457908 -0.221705 -0.3 0.2 -0.1 0.073
H 1.660009 2.005489 -2.067388 0.6 -0.1 -0.3 0.092
H 0.436023 2.957971 -2.648334 -0.7 0.3 -0.5 0.087
H 3.140309 2.906263 -4.113132 0.5 -0.1 0.5 0.097
H 1.742709 2.138428 -4.715432 -0.3 -0.1 0.5 0.115
H 0.521530 4.281392 -4.629290 -0.7 0.0 0.1 0.099
H 1.876306 4.390138 -5.644411 0.5 0.1 -1.1 0.111
H 3.970596 6.349144 -4.819352 -0.7 -0.3 -0.3 0.086
H 4.116721 4.758884 -4.064936 0.0 0.1 0.0 0.070
H 3.961426 6.244354 -3.127941 0.0 -0.2 0.1 0.076
H 0.215782 6.433612 -4.220013 -0.4 0.1 -0.1 0.067
H 1.400754 6.769308 -5.493634 0.1 0.2 0.2 0.091
H 1.415428 7.650999 -3.921134 0.4 0.0 -0.1 0.080
H 1.328827 6.973694 -1.605036 0.5 -0.2 0.2 0.114
C -4.541014 -0.895661 1.748920 0.1 0.8 0.8 -0.042
C -4.452672 0.253871 0.752573 -1.2 -0.7 -0.3 -0.493
C -4.503097 1.658310 1.327098 -0.2 -0.3 0.7 -0.051
O -3.368459 -0.075757 -0.104660 0.8 0.4 -0.1 -0.071
H -3.693403 -0.858261 2.456276 -0.4 0.1 -0.1 0.072
H -4.490928 -1.853794 1.260614 -0.1 -0.3 -0.4 0.069
H -5.490072 -0.838354 2.309749 0.4 0.0 -0.1 0.092
H -5.366649 0.227437 0.139761 0.1 -0.3 -0.1 0.133
H -4.468028 2.357400 0.472496 0.1 0.1 0.7 0.076
H -3.748688 1.850012 2.116481 -0.1 0.1 -0.7 0.088
H -5.498659 1.730959 1.845106 0.8 0.2 -0.6 0.099
H -3.025198 0.686941 -0.585934 -0.3 0.1 0.1 0.078
C -1.386391 -2.797539 -4.878771 0.4 0.0 0.8 -0.046
C -1.916085 -1.552669 -4.172361 0.5 0.2 -0.1 -0.508
C -0.955350 -0.352023 -4.319331 0.1 -0.9 0.7 -0.052
O -3.167556 -1.168148 -4.670968 -1.0 0.4 -0.6 -0.052
H -2.173626 -3.473800 -5.192203 -0.3 0.1 -0.1 0.076
H -0.779988 -3.357322 -4.157109 0.2 0.1 -0.3 0.072
H -0.761871 -2.504772 -5.720622 0.0 -0.2 -0.2 0.073
H -2.120787 -1.751558 -3.123893 0.3 -0.1 0.0 0.108
H -0.904374 -0.069483 -5.382432 -0.2 0.3 0.3 0.084
H 0.066610 -0.643813 -4.034484 -0.2 0.2 0.1 0.084
H -1.319461 0.432674 -3.633704 0.3 0.0 -0.6 0.059
H -3.012964 -0.734959 -5.517742 -0.2 0.0 -0.1 0.084
C -0.250139 -4.479118 5.391269 -0.3 0.1 -0.3 -0.050
C -0.963462 -3.211057 4.910412 1.5 -0.1 -0.2 -0.536
C -2.368494 -3.441185 4.464416 0.0 -0.5 0.0 -0.047
O -1.016746 -2.251940 5.921962 -0.6 0.8 0.8 -0.056
H 0.795439 -4.297554 5.647148 0.0 0.2 -0.2 0.072
H -0.282940 -5.145956 4.518430 0.1 -0.4 0.6 0.069
H -0.722709 -4.882062 6.305669 -0.1 -0.1 -0.6 0.090
H -0.369860 -2.814670 4.055526 -0.2 -0.1 0.2 0.127
H -2.376471 -4.087079 3.590550 -0.1 -0.3 0.0 0.082
H -2.783037 -2.493256 4.159945 -0.4 0.3 0.1 0.062
H -2.915196 -3.896972 5.298759 -0.2 0.2 -0.3 0.094
H -0.145957 -1.914745 6.140327 0.5 -0.1 -0.1 0.044
C 3.398406 0.339691 2.084292 -0.3 0.4 -0.9 -0.044
C 3.611253 -0.786674 1.077378 -1.6 0.4 -0.4 -0.528
C 3.691948 -0.337867 -0.387247 0.3 0.4 1.1 -0.038
O 4.708040 -1.491127 1.556367 1.2 -1.1 -0.4 -0.039
H 2.421530 0.803179 1.902230 0.0 -0.2 0.2 0.060
H 4.116529 1.162596 1.937500 0.1 -0.5 0.3 0.088
H 3.434528 -0.091918 3.082603 0.1 0.3 0.1 0.077
H 2.676943 -1.395673 1.049756 0.5 -0.1 0.7 0.108
H 3.401302 -1.158495 -1.026395 0.3 -0.2 -0.4 0.073
H 4.697532 0.040935 -0.590840 -0.2 0.1 -0.3 0.089
H 2.935285 0.440394 -0.488538 0.2 0.2 -0.3 0.054
H 5.075623 -2.087597 0.876817 -0.4 0.4 0.4 0.107
C -1.927736 -6.516978 -1.063237 0.9 -0.4 1.7 -0.067
C -2.007137 -5.006896 -1.147200 -0.7 0.0 0.3 -0.486
C -3.502642 -4.571020 -1.236089 1.0 -0.4 -0.3 -0.037
O -1.338802 -4.416786 -0.035192 -0.2 0.2 -0.1 -0.065
H -0.931955 -6.911960 -0.746362 -0.4 0.7 -0.5 0.086
H -2.158929 -6.931796 -2.023006 -0.4 -0.5 -0.4 0.070
H -2.572334 -6.899430 -0.254658 -0.2 0.1 -0.5 0.082
H -1.522828 -4.739808 -2.088764 0.2 0.4 0.0 0.116
H -4.131447 -5.180702 -0.584186 0.0 0.0 -0.1 0.073
H -3.768335 -4.725744 -2.290795 -0.4 0.2 0.3 0.082
H -3.628979 -3.527020 -0.946723 0.0 0.1 -0.3 0.061
H -1.433252 -3.448624 -0.130041 0.2 -0.5 -0.1 0.047
C 2.684009 -6.306008 3.304868 -0.8 0.1 0.3 -0.050
C 2.388812 -5.848272 1.883060 0.5 1.6 0.4 -0.498
C 1.963043 -4.363092 1.910619 -1.0 -0.7 0.5 -0.048
O 3.512228 -5.971251 1.064419 1.6 -0.2 -0.5 -0.050
H 3.010687 -7.341319 3.378036 0.3 0.0 -0.2 0.077
H 1.747205 -6.260499 3.879807 0.3 0.2 0.0 0.064
H 3.410007 -5.604803 3.774379 -0.3 -0.6 -0.3 0.093
H 1.704302 -6.431258 1.326727 -1.4 -0.7 0.1 0.124
H 1.981307 -3.895753 0.925983 0.0 -0.2 0.0 0.075
H 2.634150 -3.843388 2.583324 0.2 0.4 0.1 0.071
H 0.938525 -4.282462 2.329991 0.5 0.1 -0.2 0.068
H 4.274542 -5.652530 1.560560 0.1 0.0 -0.1 0.087
C -2.429764 3.283656 -2.431719 -0.2 -0.7 -0.1 -0.063
C -2.152099 4.694990 -2.901910 -0.5 0.2 0.4 -0.482
C -2.989272 5.103699 -4.105794 -0.6 -0.2 0.3 -0.046
O -2.400377 5.660115 -1.850597 0.0 -0.4 -0.4 -0.047
H -2.072545 2.534829 -3.140715 0.2 0.1 -0.2 0.070
H -3.490058 3.071420 -2.349547 -0.4 0.2 0.1 0.080
H -1.965761 3.034942 -1.471913 0.2 0.3 0.0 0.067
H -1.101930 4.742518 -3.082685 0.9 0.3 -0.5 0.082
H -2.928326 6.184422 -4.250397 0.3 -0.2 -0.2 0.081
H -4.037005 4.904062 -3.850028 0.0 0.0 0.0 0.080
H -2.798109 4.544808 -5.029749 0.3 0.2 0.2 0.084
H -2.733335 5.152356 -1.112643 -0.1 0.1 0.4 0.067
C -0.038759 0.509647 -0.410839 0.3 0.1 -0.2 -0.053
C -0.068750 -1.005182 -0.240821 -1.1 -0.2 1.1 -0.408
C -0.295352 -1.383650 1.266021 0.1 0.2 -0.3 -0.028
O -1.124655 -1.535205 -1.045313 0.1 -0.3 0.2 -0.077
H 0.802259 0.943610 0.117924 0.3 0.0 0.1 0.045
H -0.912524 0.963685 0.063312 -0.2 -0.1 -0.2 0.077
H 0.050900 0.825155 -1.470875 -0.3 -0.4 0.6 0.072
H 0.842805 -1.476719 -0.597957 0.1 0.0 -0.1 0.126
H -1.270749 -1.091375 1.686002 0.2 0.5 -0.5 0.081
H 0.494527 -0.922120 1.844264 0.1 0.4 0.3 0.051
H -0.236762 -2.430841 1.544533 0.2 -0.4 -0.7 0.046
H -1.942397 -1.202571 -0.648124 -0.3 0.0 -0.1 0.048
C 0.474741 0.606827 4.906873 -0.2 -0.2 -0.1 -0.058
C 1.473064 0.382654 6.028395 -0.4 0.2 0.0 -0.480
C 0.862997 0.775668 7.372781 0.3 0.8 -0.5 -0.052
O 1.745818 -1.032049 6.007947 0.5 0.1 0.4 -0.073
H 0.282581 1.674356 4.709481 0.2 -0.4 0.1 0.095
H -0.453130 0.099999 5.162598 -0.3 0.2 0.1 0.071
H 0.820808 0.096540 4.007533 0.2 0.3 -0.1 0.058
H 2.354589 0.996841 5.790194 0.2 -0.4 0.3 0.135
H -0.031330 0.189386 7.508963 -0.3 -0.4 0.3 0.073
H 0.530631 1.824795 7.293907 0.3 -0.3 0.3 0.088
H 1.551783 0.662579 8.223474 -0.2 0.0 -0.3 0.083
H 2.347507 -1.262036 6.740187 -0.4 0.2 -0.4 0.108
```
Positions in Å, forces in eV/Å.

Results
E: -60770.882 eV
highest occupied orbital energy: -8.86 eV
spin multiplicity: 1
LUMO: 0.42 eV
orbital gap: 9.28 eV
SMILES: CC1(C)CCCC(C)(C)N1O.CC(C)O.CC(C)O.CC(C)O.CC(C)O.CC(C)O.CC(C)O.CC(C)O.CC(C)O.CC(C)O
energy above the lowest of the compared OMol25 structures with the same formula, charge and spin: 0.0 kcal/mol